{
  "formula": "C5H9N3O",
  "method": "wB97M-V/def2-TZVPD",
  "smiles": "COc1cnn(C)c1N",
  "relative_energy_kj_mol": 275.6,
  "total_charge": 0,
  "symbols": ["C", "C", "C", "C", "C", "N", "N", "N", "O", "H", "H", "H", "H", "H", "H", "H", "H", "H"],
  "positions_angstrom": [[1.047, 0.580, 0.715], [-0.331, 0.490, 0.440], [-0.312, -0.482, -0.669], [1.593, -1.734, -1.789], [-1.134, 2.021, 2.063], [1.780, -0.197, -0.043], [0.937, -0.867, -0.860], [-1.515, -1.060, -1.128], [-1.375, 0.919, 1.147], [1.551, 1.091, 1.539], [2.629, -1.284, -2.062], [1.833, -2.686, -1.225], [0.953, -2.030, -2.621], [-2.210, 2.234, 2.357], [-0.737, 2.962, 1.678], [-0.716, 1.697, 3.007], [-2.220, -0.735, -0.506], [-1.774, -0.918, -2.041]],
  "lowdin_charge": [-0.1279, -0.2430, -0.2365, -0.0340, -0.0620, 0.0421, -0.1787, 0.1308, -0.0969, 0.1119, 0.1169, 0.0988, 0.0777, 0.1047, 0.0940, 0.0826, 0.0713, 0.0481]
}

---

{
  "formula": "C33H67F3N5O12P2",
  "method": "wB97M-V/def2-TZVPD",
  "total_charge": 1,
  "symbols": ["C", "C", "C", "C", "C", "F", "C", "C", "N", "N", "C", "O", "F", "C", "O", "F", "C", "N", "C", "N", "N", "C", "C", "C", "C", "C", "C", "C", "C", "O", "C", "C", "O", "H", "H", "H", "H", "H", "H", "H", "H", "H", "H", "H", "H", "H", "H", "H", "H", "H", "H", "H", "H", "H", "H", "H", "H", "H", "H", "H", "H", "H", "H", "H", "H", "H", "H", "H", "H", "H", "O", "P", "O", "C", "C", "O", "C", "C", "O", "C", "C", "H", "H", "H", "H", "H", "H", "H", "H", "H", "H", "H", "H", "H", "H", "H", "O", "P", "O", "C", "C", "O", "C", "C", "O", "C", "C", "H", "H", "H", "H", "H", "H", "H", "H", "H", "H", "H", "H", "H", "H", "H"],
  "positions_angstrom": [[0.964, 4.185, -4.114], [2.057, 3.163, -3.747], [1.479, 1.739, -3.655], [2.449, 0.776, -2.925], [2.730, -0.523, -3.632], [1.709, -0.854, -4.546], [4.004, -0.622, -4.532], [5.090, 0.416, -4.405], [4.426, -2.052, -4.423], [5.760, -2.214, -3.903], [5.853, -2.836, -2.613], [5.852, -2.214, -1.614], [5.877, -4.168, -2.598], [6.600, -2.787, -4.916], [6.795, -3.930, -5.120], [7.192, -1.847, -5.631], [3.417, -2.644, -3.633], [3.092, -3.896, -3.737], [3.689, -4.865, -4.714], [3.540, -4.411, -6.059], [2.897, -1.723, -2.810], [1.896, -2.106, -1.811], [0.593, -2.764, -2.327], [-0.661, -2.116, -1.720], [-1.187, -0.970, -2.602], [-2.028, -1.461, -3.800], [-1.299, -1.368, -5.147], [-2.262, -1.319, -6.331], [-2.921, 0.064, -6.535], [-2.473, 1.066, -5.613], [-1.485, 1.906, -6.004], [-0.484, 1.476, -7.047], [-1.406, 2.974, -5.476], [-0.020, 3.822, -3.819], [1.162, 5.126, -3.603], [0.932, 4.371, -5.186], [2.572, 3.432, -2.826], [2.753, 3.135, -4.591], [1.232, 1.425, -4.668], [0.553, 1.793, -3.082], [2.023, 0.572, -1.942], [3.371, 1.319, -2.722], [3.593, -0.518, -5.537], [5.455, 0.533, -3.384], [4.706, 1.366, -4.774], [5.946, 0.164, -5.027], [2.380, -4.256, -3.116], [4.717, -5.076, -4.440], [3.115, -5.780, -4.572], [2.783, -4.863, -6.546], [4.393, -4.467, -6.593], [2.393, -2.814, -1.146], [1.618, -1.269, -1.176], [0.589, -3.800, -1.964], [0.519, -2.827, -3.412], [-0.485, -1.817, -0.685], [-1.432, -2.888, -1.699], [-0.322, -0.396, -2.948], [-1.813, -0.338, -1.973], [-2.291, -2.506, -3.620], [-2.930, -0.853, -3.849], [-0.669, -0.481, -5.151], [-0.635, -2.227, -5.273], [-1.725, -1.607, -7.238], [-3.049, -2.066, -6.213], [-2.840, 0.414, -7.562], [-3.990, -0.038, -6.357], [0.087, 0.604, -6.731], [0.165, 2.320, -7.257], [-0.961, 1.210, -7.991], [2.207, 2.441, 2.657], [1.665, 1.378, 3.511], [1.926, -0.056, 2.820], [3.270, -0.494, 2.598], [4.009, -0.827, 3.880], [0.061, 1.473, 3.343], [-0.569, 2.488, 2.566], [-0.824, 2.008, 1.152], [1.686, 1.002, 5.030], [0.548, 0.873, 5.911], [-0.164, -0.444, 5.728], [3.811, 0.268, 2.029], [3.193, -1.385, 1.973], [4.168, 0.066, 4.487], [4.983, -1.261, 3.655], [3.435, -1.530, 4.483], [0.014, 3.407, 2.572], [-1.519, 2.708, 3.057], [0.095, 1.634, 0.697], [-1.221, 2.815, 0.534], [-1.544, 1.187, 1.154], [-0.121, 1.724, 5.806], [0.954, 0.927, 6.921], [-0.464, -0.614, 4.695], [-1.057, -0.474, 6.355], [0.485, -1.275, 6.010], [-3.523, -0.125, 7.775], [-4.491, 0.936, 7.432], [-4.372, 1.992, 8.668], [-3.139, 2.678, 8.886], [-2.822, 3.686, 7.795], [-5.934, 0.284, 7.719], [-6.108, -1.105, 8.008], [-6.119, -1.349, 9.501], [-4.973, 1.995, 6.358], [-6.317, 2.171, 5.869], [-7.165, 2.949, 6.848], [-2.329, 1.949, 8.984], [-3.241, 3.188, 9.843], [-2.635, 3.190, 6.839], [-1.933, 4.262, 8.056], [-3.657, 4.369, 7.646], [-5.347, -1.707, 7.513], [-7.070, -1.391, 7.579], [-5.232, -0.927, 9.973], [-6.158, -2.417, 9.717], [-6.986, -0.871, 9.957], [-6.764, 1.217, 5.601], [-6.219, 2.737, 4.943], [-7.169, 2.492, 7.835], [-8.191, 3.002, 6.482], [-6.782, 3.963, 6.962]],
  "lowdin_charge": [-0.0962, -0.2366, -0.1789, -0.0664, -0.3284, 0.0271, -0.1781, -0.0082, 0.0827, 0.0996, -0.4628, 0.2354, 0.1588, -0.4518, 0.2134, 0.1789, -0.2676, 0.2057, -0.1949, 0.0553, 0.0899, -0.0915, -0.1723, -0.1853, -0.1741, -0.1679, -0.2156, -0.1545, -0.1613, -0.0095, -0.5196, 0.0239, 0.1137, 0.0547, 0.0733, 0.0704, 0.1088, 0.1012, 0.0987, 0.1098, 0.1157, 0.1138, 0.1585, 0.0975, 0.0937, 0.0783, 0.1439, 0.1047, 0.1330, 0.0866, 0.0822, 0.1353, 0.1198, 0.1090, 0.0997, 0.1145, 0.1099, 0.0861, 0.1139, 0.1134, 0.1144, 0.0691, 0.1047, 0.1090, 0.1141, 0.1151, 0.1263, 0.0764, 0.0933, 0.0865, -0.2185, 0.4336, -0.1954, -0.2852, -0.0761, -0.2162, -0.2698, -0.0740, -0.1781, -0.2316, -0.0595, 0.1115, 0.1072, 0.0743, 0.0800, 0.0823, 0.1098, 0.1192, 0.0646, 0.0790, 0.0738, 0.1107, 0.1228, 0.0726, 0.0695, 0.0814, -0.2215, 0.4810, -0.2005, -0.2789, -0.0813, -0.2156, -0.2708, -0.0684, -0.1964, -0.2451, -0.0648, 0.1086, 0.1183, 0.0598, 0.0790, 0.0788, 0.1065, 0.1179, 0.0779, 0.0791, 0.0784, 0.1134, 0.1187, 0.0740, 0.0842, 0.0814]
}

---

{
  "formula": "C10H13N2O2",
  "method": "wB97M-V/def2-TZVPD",
  "smiles": "C=C(NC(=[NH2+])OC)Oc1ccccc1",
  "relative_energy_kj_mol": 148.3,
  "total_charge": 1,
  "symbols": ["C", "C", "C", "C", "C", "C", "C", "C", "C", "C", "N", "N", "O", "O", "H", "H", "H", "H", "H", "H", "H", "H", "H", "H", "H", "H", "H"],
  "positions_angstrom": [[3.912, 0.577, -0.169], [3.437, -0.325, 0.765], [3.037, 1.116, -1.121], [2.083, -0.639, 0.762], [1.721, 0.775, -1.154], [1.222, -0.094, -0.225], [-2.735, 0.260, -0.431], [-1.354, 1.742, 0.910], [-0.945, -1.422, 0.062], [-0.795, -2.578, 0.668], [-2.343, -0.962, -0.252], [-3.930, 0.344, -1.054], [-2.374, 1.410, 0.070], [-0.122, -0.451, -0.494], [4.987, 0.726, -0.181], [4.016, -0.752, 1.609], [3.550, 1.892, -1.734], [1.815, -1.439, 1.475], [1.047, 1.324, -1.800], [-0.333, 1.875, 0.389], [-1.907, 2.461, 1.557], [-1.506, -3.140, 1.228], [-1.012, 0.906, 1.564], [0.227, -2.972, 0.743], [-3.072, -1.721, -0.314], [-4.371, -0.214, -1.757], [-4.256, 1.300, -1.115]],
  "lowdin_charge": [-0.0722, -0.0757, -0.0641, -0.0110, -0.0420, -0.2330, -0.3801, -0.0388, -0.2788, 0.1121, 0.1921, 0.2237, 0.0320, -0.0028, 0.1131, 0.1276, 0.1318, 0.1136, 0.1297, 0.1274, 0.1365, 0.0784, 0.1102, 0.0872, 0.2074, 0.1362, 0.1396]
}

---

HOMO level per entry: -0.27387 -0.41719 -0.44314 Ha
Calculated total energy per entry: -435.3528 -3456.4692 -648.5223 hartree
Gap between HOMO and LUMO per entry: 8.36 7.87 8.81 eV